{"formula": "CH3N5S", "method": "ωB97M-V/def2-TZVPD", "species": ["H", "N", "C", "N", "N", "N", "N", "S", "H", "H"], "positions_angstrom": [[1.783, 2.059, 0.555], [0.807, 2.046, -0.147], [0.663, 0.769, -0.166], [1.810, -0.101, 0.304], [1.416, -1.287, 0.164], [0.197, -1.410, -0.153], [-0.338, -0.119, -0.504], [-1.952, 0.099, 0.123], [-0.216, -2.133, -0.628], [-1.555, -0.027, 1.456]], "forces_ev_per_angstrom": [[-3.214, 0.544, -2.923], [2.224, -1.560, 2.604], [2.839, 0.529, 1.515], [-1.951, -0.009, -1.043], [2.937, -0.663, 1.085], [-1.582, 3.480, 0.300], [-1.390, -0.144, -0.052], [1.176, -0.022, 0.782], [-0.491, -2.339, -1.282], [-0.548, 0.183, -0.986]], "nbo_charge": [0.37, -0.65, 0.43, -0.27, 0.05, -0.23, -0.43, 0.22, 0.40, 0.11], "smiles": "[H]/N=c1\\nn[nH]n1S", "de_lowest_kj_mol": 186.51, "max_force_ev_per_a": 4.38, "orbital_gap_ev": 9.4952}


{"formula": "CH3NO", "method": "ωB97M-V/def2-TZVPD", "species": ["C", "N", "O", "H", "H", "H"], "positions_angstrom": [[0.279, -0.845, -0.125], [0.341, 0.254, 0.577], [-0.550, 1.153, -0.056], [-0.417, -0.814, -0.982], [0.975, -1.656, 0.029], [-0.628, 1.908, 0.557]], "forces_ev_per_angstrom": [[-0.097, 2.457, 0.466], [-0.468, -2.038, -1.860], [0.056, 0.495, 0.886], [0.427, -0.438, 0.377], [-0.116, 0.032, 0.411], [0.199, -0.508, -0.279]], "nbo_charge": [-0.16, -0.11, -0.59, 0.18, 0.20, 0.48], "smiles": "C=NO", "de_lowest_kj_mol": 232.23, "max_force_ev_per_a": 2.80, "orbital_gap_ev": 11.2809}


{"formula": "CH3NO2", "method": "ωB97M-V/def2-TZVPD", "species": ["C", "N", "O", "O", "H", "H", "H"], "positions_angstrom": [[-0.328, 0.508, -0.038], [0.581, -1.817, 0.386], [0.532, -0.503, -0.003], [0.011, 1.725, -0.454], [-1.337, 0.256, 0.166], [-0.412, -1.847, 0.838], [0.954, 1.679, -0.896]], "forces_ev_per_angstrom": [[1.918, -3.839, 0.315], [-3.310, 0.521, 1.238], [0.399, 4.369, -1.319], [2.687, -0.579, -1.247], [-0.931, 0.389, 0.328], [1.728, -0.932, -0.612], [-2.491, 0.071, 1.298]], "nbo_charge": [0.46, -0.42, -0.30, -0.65, 0.15, 0.24, 0.51], "de_lowest_kj_mol": 587.45, "max_force_ev_per_a": 4.58, "orbital_gap_ev": [8.6713, 7.7938]}


{"formula": "CH3NO2", "method": "ωB97M-V/def2-TZVPD", "species": ["C", "N", "O", "O", "H", "H", "H"], "positions_angstrom": [[0.044, -0.414, 0.540], [1.250, 0.481, 0.205], [1.063, -0.876, -0.257], [-1.140, -0.216, -0.043], [0.190, -0.643, 1.630], [1.055, 0.990, -0.658], [-1.067, -0.867, -0.786]], "forces_ev_per_angstrom": [[2.969, 1.823, 2.754], [-1.433, 8.912, 2.856], [-1.538, -10.308, -3.960], [0.516, -1.215, -0.233], [-1.072, -0.156, -1.153], [1.210, 0.547, -0.075], [-0.652, 0.397, -0.190]], "nbo_charge": [0.42, -0.33, -0.39, -0.68, 0.17, 0.35, 0.46], "de_lowest_kj_mol": 385.91, "spin_multiplicity": 3, "s2": 2.01, "max_force_ev_per_a": 11.15, "orbital_gap_ev": [5.1537, 9.2016]}